A structure of composition C8H26N4O5Ru. Source: the OMol25 dataset; level of theory: wB97M-V/def2-TZVPD.

Last column: Löwdin spin population.
Geometry (Å):
O -0.98094 -2.31407 -2.47261  0.11
H -0.76990 -2.85786 -3.24601  0.01
Ru 0.16989 0.29525 -0.25604  2.29
N -0.77208 2.00456 -0.24726  0.33
N -0.56834 0.30443 1.50666  0.32
O -1.04484 2.65743 -1.42338  0.15
O -0.36858 -0.69622 2.47523  0.05
C -1.37124 2.36944 0.90464  0.17
C -1.27202 1.38382 1.92247  0.24
C -1.96529 3.70732 1.00359  0.02
C -1.73887 1.53543 3.31622  0.04
H -2.09988 4.16580 0.02875  0.00
H -1.31257 4.33024 1.61316  0.01
H -2.92339 3.62644 1.50386  0.00
H -0.95623 1.30907 4.05549  0.01
H -2.63237 0.92482 3.51684  0.01
H -2.01026 2.58807 3.44790  0.00
H -0.93440 1.55193 -2.08540  0.00
H -1.03662 -0.49984 3.17590  0.00
O 2.45810 1.17403 1.47151  0.03
H 3.18706 1.82077 1.52262  0.00
H 2.26121 0.96436 2.39977  0.00
C -2.44391 -2.15431 -1.03768  0.72
H -2.00754 -3.10635 -0.79100  0.04
H -3.09292 -1.97332 -1.88802  0.04
H -2.52742 -1.43887 -0.18205  0.06
O -0.70869 0.43822 -2.21816  0.14
H -0.86025 -1.40318 -2.78860  0.00
H -1.63851 0.06529 -2.24083  0.01
N 0.71445 -1.74504 0.27436  0.02
C 2.23229 -1.88320 0.32306  0.01
C 2.77563 -2.03914 -1.06336  0.00
C 2.14244 -1.14677 -2.15019  0.01
N 1.73288 0.18278 -1.59364  0.10
H 0.30542 -2.45294 -0.34403  0.00
H 0.34762 -1.90890 1.19714  0.00
H 2.61401 -1.00421 0.84992  0.00
H 2.45588 -2.76618 0.92384  0.00
H 3.85693 -1.84334 -1.07004  0.00
H 2.66115 -3.07857 -1.41386  0.00
H 2.90164 -0.81983 -2.87929  0.00
H 1.33056 -1.64973 -2.69037  0.00
H 1.45852 0.79728 -2.32934  0.01
H 2.43137 0.58510 -1.02174  0.01

**<S²>**: 8.767
**Total charge**: +1
**Orbital gap (alpha / beta)**: 6.62 / 6.57 eV
**Multiplicity**: 6
**Energy**: -1010.0040 a.u.